The following is a DFT calculation (the ωB97M-V functional and the def2-TZVPD basis) of C26H18F5N4O3RbS as an isolated structure.

The geometry in ORCA input format:
```
! RIJCOSX wB97M-V def2-TZVPD def2/J DEFGRID3
* xyz -2 1
Rb 0.523 0.196 -0.952
S 2.395 -1.718 3.060
F 4.413 -5.986 -0.539
F 1.514 -2.373 0.190
F 2.464 -4.274 -1.395
F 5.373 -5.738 2.005
F 4.470 -3.831 3.623
O -0.792 -0.928 2.258
O 1.989 2.405 -0.960
O -0.862 -0.234 -3.073
N -0.092 3.450 -1.109
N 0.590 2.078 1.691
N -1.944 1.728 -2.453
N -2.589 -1.629 -1.454
C 2.954 -4.152 -0.151
C 3.941 -3.889 2.388
C -0.137 3.384 -2.514
C 1.325 4.351 1.625
C 1.357 4.399 3.005
C 0.947 3.163 1.001
C -4.634 -1.732 -0.205
C -1.776 0.432 -2.526
C 0.977 3.012 -0.506
C 3.938 -5.023 0.278
C -4.863 -0.382 -0.447
C 0.629 2.132 3.019
C -3.485 -2.297 -0.727
C 2.485 -3.164 0.695
C 0.599 4.253 -4.666
C -0.969 -3.348 1.973
C -3.945 0.323 -1.198
C -1.115 2.582 -4.573
C -1.054 2.543 -3.178
C -1.348 -2.116 2.778
C -2.817 -0.340 -1.696
C -0.306 3.424 -5.319
C 2.959 -2.968 1.998
C 0.674 4.223 -3.283
C 4.424 -4.887 1.564
C 1.006 3.264 3.725
H 1.382 4.854 -2.757
H 1.584 5.207 1.016
H 0.182 -1.033 2.322
H -2.432 -1.973 2.772
H -4.036 1.378 -1.407
H 1.249 4.915 -5.230
H -3.264 -3.345 -0.544
H 0.337 1.222 3.532
H -5.316 -2.331 0.386
H -5.740 0.113 -0.044
H -1.816 1.914 -5.059
H 0.092 -3.570 2.098
H -0.376 3.425 -6.402
H 1.653 5.308 3.518
H -1.035 -2.261 3.822
H -1.544 -4.218 2.308
H -1.163 -3.187 0.911
H 1.026 3.248 4.808
*
```

Computed properties:
- relative energy (zero: lowest compared OMol25 entry of this formula, charge and spin) (kcal/mol) = 18.1
- DFT total energy (eV) = -64437.2450
- molar mass (g/mol) = 647.0
- HOMO level (eV) = -2.02
- orbital gap (eV) = 6.197

The following is a DFT calculation (the ωB97M-V functional and the def2-TZVPD basis) of C26H18N5ORuS3 as an isolated structure.

The geometry in ORCA input format:
```
! RIJCOSX wB97M-V def2-TZVPD def2/J DEFGRID3
* xyz 0 2
Ru -1.517 -0.195 -1.154
S 1.290 -1.308 0.082
S 0.844 3.323 -0.452
S -1.162 1.784 -2.331
O 0.606 -0.776 -1.175
N -1.786 -1.498 0.455
N 1.262 -2.560 3.268
N -0.723 1.375 0.152
N -6.205 3.587 -2.671
N -1.594 -5.758 1.854
C -4.704 1.482 -2.606
C 4.958 1.244 0.765
C -3.054 -0.806 -2.598
C 1.681 2.324 3.389
C -4.571 0.768 -1.458
C -1.239 -4.663 1.889
C -3.733 -0.391 -1.411
C 2.736 -0.302 0.322
C 1.771 3.033 2.205
C 3.216 0.486 -0.710
C 4.339 1.267 -0.478
C -0.794 -3.317 1.922
C 0.032 1.599 1.293
C 3.329 -0.327 1.576
C 0.322 -2.912 2.697
C -4.026 1.070 -3.799
C -2.043 -1.792 -2.458
C -3.224 -0.016 -3.794
C -0.056 0.898 2.494
C 4.458 0.449 1.789
C -5.536 2.653 -2.640
C 0.780 1.264 3.530
C 2.088 -2.809 -0.468
C -0.393 2.177 -0.827
C -1.348 -2.369 1.091
C 0.944 2.653 1.155
H -4.166 1.647 -4.704
H 2.704 0.496 -1.664
H -0.761 0.084 2.593
H 4.729 1.895 -1.268
H 0.738 0.718 4.463
H 4.937 0.445 2.758
H 5.835 1.855 0.939
H -2.709 -0.326 -4.694
H -5.118 1.060 -0.572
H 2.710 -3.172 0.350
H 2.322 2.593 4.218
H 1.300 -3.529 -0.681
H 2.679 -2.590 -1.356
H 2.472 3.849 2.097
H 2.907 -0.935 2.369
H -2.224 -2.650 -1.821
H -3.915 -1.102 -0.618
H -1.390 -1.975 -3.304
*
```

Computed properties:
- relative energy (zero: lowest compared OMol25 entry of this formula, charge and spin) (kcal/mol) = 0.7
- DFT total energy (eV) = -71838.5601
- molar mass (g/mol) = 613.7
- HOMO level (alpha / beta) (eV) = -8.42 / -8.37
- ⟨S²⟩ = 0.761
- orbital gap (alpha / beta) (eV) = 7.728 / 7.040

The following is a DFT calculation (the ωB97M-V functional and the def2-TZVPD basis) of C26H19BrCsN7O3S4 as an isolated structure.

The geometry in ORCA input format:
```
! RIJCOSX wB97M-V def2-TZVPD def2/J DEFGRID3
* xyz 0 1
Cs -0.511 1.175 1.536
Br 4.704 -5.237 2.282
S 0.012 1.676 5.006
S -0.023 3.957 3.906
S -0.708 1.448 -4.519
S -3.776 5.320 -0.601
O -2.332 -0.722 1.457
O 0.740 -1.165 0.285
O 1.809 -0.859 2.683
N 0.164 -3.126 -1.839
N -2.122 3.433 -0.145
N -2.243 6.141 6.291
N -2.953 -0.038 2.113
N -0.418 1.903 -2.025
N -2.161 2.167 8.261
N 2.243 -3.665 -2.449
C 0.110 -3.341 -3.205
C 1.600 -2.138 0.724
C 1.744 -3.920 -4.900
C 1.326 0.372 -2.904
C 3.427 -3.990 1.648
C 3.070 -2.919 2.459
C 2.166 -1.977 1.997
C -1.840 2.851 7.391
C 2.480 -0.615 3.916
C -2.244 3.522 -1.514
C -0.921 -3.270 -4.132
C 0.720 -3.855 -5.826
C -2.860 4.300 0.472
C 1.472 -3.354 -1.448
C 1.429 -3.666 -3.568
C 1.962 -3.215 -0.070
C -1.515 2.634 -2.426
C 2.893 -4.150 0.392
C -1.891 5.044 6.306
C -0.665 3.218 5.306
C -1.444 3.693 6.315
C -1.825 2.486 -3.747
C -2.967 4.473 1.947
C -0.591 -3.541 -5.446
C 0.115 1.241 -2.998
C -3.092 4.503 -1.935
H 2.032 0.615 -3.698
H 1.067 -0.684 -3.023
H -2.643 2.924 -4.295
H -2.645 3.573 2.467
H 2.211 -1.360 4.668
H 2.758 -4.160 -5.189
H 3.564 -0.606 3.777
H -3.992 4.702 2.238
H 3.515 -2.824 3.438
H -1.934 -3.015 -3.845
H 0.570 -1.308 -0.657
H 3.174 -4.974 -0.246
H -0.630 -3.082 -1.224
H -1.366 -3.514 -6.201
H -2.332 5.292 2.287
H 0.931 -4.051 -6.869
H -3.338 4.799 -2.941
H 2.156 0.362 4.257
H 1.815 0.512 -1.942
*
```

Computed properties:
- DFT total energy (eV) = -157772.4799
- molar mass (g/mol) = 818.6
- HOMO level (alpha / beta) (eV) = -7.90 / -7.39
- orbital gap (alpha / beta) (eV) = 6.240 / 6.209

The following is a DFT calculation (the ωB97M-V functional and the def2-TZVPD basis) of C26H19BrN4O2Sn as an isolated structure.

The geometry in ORCA input format:
```
! RIJCOSX wB97M-V def2-TZVPD def2/J DEFGRID3
* xyz 2 1
Sn -0.212 0.536 0.309
Br -0.135 3.537 -0.727
O -1.275 0.385 -1.648
O -1.833 0.701 -4.233
N -0.043 1.676 2.119
N -2.179 0.830 0.700
N -3.085 0.541 -0.210
N 1.464 1.320 -0.800
C 3.338 2.258 -2.568
C 1.041 2.157 2.737
C 2.227 -4.290 1.041
C -5.287 -0.238 -4.579
C 1.358 2.552 -1.309
C 2.497 0.534 -1.154
C 0.952 2.668 4.014
C -2.396 1.247 1.895
C 2.319 -3.060 1.696
C 4.074 -5.098 2.346
C 3.252 -2.874 2.719
C 4.132 -3.893 3.035
C -5.716 -0.377 -3.251
C 3.119 -5.300 1.358
C -1.402 2.155 4.012
C -0.281 2.652 4.660
C -3.078 0.355 -3.861
C -1.259 1.681 2.722
C -3.491 0.210 -2.518
C -4.001 0.150 -4.880
C 1.484 -1.976 1.287
C -4.833 -0.136 -2.236
C 3.457 0.980 -2.036
C 2.270 3.068 -2.199
C 0.740 -1.069 0.983
C -2.569 0.384 -1.439
H -1.247 0.731 -3.465
H 4.276 0.331 -2.310
H -5.136 -0.232 -1.205
H 4.858 -3.756 3.825
H 1.474 -4.439 0.279
H -5.979 -0.440 -5.386
H -2.370 2.140 4.493
H -0.371 3.037 5.667
H 2.523 -0.451 -0.706
H 3.288 -1.931 3.250
H -3.408 1.348 2.268
H 4.069 2.627 -3.276
H -3.672 0.286 -5.901
H 1.973 2.144 2.186
H 4.768 -5.890 2.593
H 2.145 4.065 -2.596
H -6.732 -0.672 -3.035
H 1.828 3.083 4.490
H 3.065 -6.248 0.842
*
```

Computed properties:
- relative energy (zero: lowest compared OMol25 entry of this formula, charge and spin) (kcal/mol) = 8.3
- DFT total energy (eV) = -113183.3623
- molar mass (g/mol) = 618.1
- HOMO level (eV) = -13.34
- orbital gap (eV) = 5.962

The following is a DFT calculation (the ωB97M-V functional and the def2-TZVPD basis) of a single C26H19ClF5N3O2 molecule.

The geometry in ORCA input format:
```
! RIJCOSX wB97M-V def2-TZVPD def2/J DEFGRID3
* xyz 0 1
Cl 0.077 -0.811 -4.066
F 3.896 -0.116 0.456
F 0.364 2.241 2.809
F 5.673 2.043 0.747
F 1.917 4.399 3.001
F 4.644 4.338 1.763
O -5.419 0.935 0.468
O -1.481 -2.705 -2.695
N 0.138 0.697 -0.654
N -0.030 0.287 0.673
N -3.281 1.242 0.217
C 3.791 3.346 1.932
C 1.948 -1.569 -2.510
C -0.340 -2.457 -2.176
C 1.355 -3.217 -0.485
C -1.099 1.123 -0.994
C -1.412 0.514 1.086
C -1.944 0.959 0.146
C -1.203 1.752 -2.231
C 2.345 -2.469 -0.979
C 2.063 0.912 1.741
C -1.652 -0.299 2.282
C 4.339 2.155 1.278
C -3.802 -3.624 0.054
C 0.564 -1.798 -2.791
C 1.380 -0.203 1.452
C 0.164 -3.300 -0.874
C -4.554 -1.793 1.152
C -3.221 -1.642 -0.958
C -2.579 -3.540 -2.376
C -3.083 -2.854 -1.084
C 3.634 0.879 1.266
C 2.642 3.395 2.264
C 1.552 2.158 2.202
C -4.273 -3.336 1.086
C -4.342 0.507 0.206
C -4.105 -1.032 0.255
H -0.703 -3.830 -0.546
H -2.713 -0.033 2.705
H -2.141 -4.532 -2.081
H 2.683 -1.110 -2.867
H 3.300 -2.322 -0.577
H -1.506 2.634 -2.083
H 1.484 -3.720 0.512
H -1.661 -1.263 2.440
H -3.314 -3.422 -3.091
H -1.212 0.365 3.081
H 1.571 -1.002 0.716
H -4.791 -3.896 2.024
H -3.493 -4.854 0.039
H -2.004 1.154 -2.774
H 0.863 -0.512 2.334
H -3.555 2.275 -0.032
H -0.317 1.817 -2.705
H -5.004 -1.513 2.198
H -3.103 -0.826 -1.576
*
```

Computed properties:
- relative energy (zero: lowest compared OMol25 entry of this formula, charge and spin) (kcal/mol) = 482.7
- DFT total energy (eV) = -61924.1932
- SMILES = Cc1nn(Cc2c(F)c(F)c(F)c(F)c2F)c(C)c1NC(=O)c1cccc(COc2ccccc2Cl)c1
- molar mass (g/mol) = 535.9
- HOMO level (eV) = -7.92
- orbital gap (eV) = 7.604

The following is a DFT calculation (the ωB97M-V functional and the def2-TZVPD basis) of a single C26H19ClF5N3O2 molecule.

The geometry in ORCA input format:
```
! RIJCOSX wB97M-V def2-TZVPD def2/J DEFGRID3
* xyz 0 1
Cl 8.913 2.697 0.941
F -8.119 -1.477 1.615
F -8.736 1.345 -2.117
F -6.444 2.655 -1.500
F -5.828 -0.146 2.225
F -9.578 -0.732 -0.564
O 0.105 -0.036 2.268
O 5.680 -1.290 -1.889
N -3.703 1.050 0.318
N -3.939 0.076 -0.565
N -0.467 -0.421 0.098
C 6.354 -0.323 -1.207
C -6.082 1.276 0.372
C -7.705 -0.467 0.849
C -6.533 0.215 1.152
C 1.712 -1.055 0.848
C 4.272 -1.230 -1.946
C 6.555 1.664 0.132
C 0.382 -0.452 1.160
C -2.662 -1.727 -1.645
C 2.356 -1.771 1.852
C -6.841 1.637 -0.733
C 7.932 1.537 0.114
C -2.798 -0.566 -0.726
C 3.591 -1.434 -0.613
C -8.452 -0.087 -0.263
C -8.021 0.973 -1.055
C 2.339 -0.881 -0.380
C 8.533 0.485 -0.561
C -1.795 0.021 0.079
C 4.207 -2.177 0.385
C -2.413 1.072 0.741
C 5.765 0.737 -0.527
C -4.772 1.945 0.690
C 3.594 -2.338 1.616
C 7.745 -0.437 -1.216
C -1.899 2.096 1.680
H -2.294 -2.600 -1.107
H 1.869 -1.871 2.810
H 6.094 2.482 0.663
H 4.087 -2.903 2.392
H -4.689 2.887 0.137
H -1.015 1.710 2.181
H -2.643 2.345 2.434
H 8.189 -1.263 -1.749
H 4.694 0.852 -0.488
H 3.945 -0.283 -2.399
H -4.710 2.151 1.763
H -3.632 -1.957 -2.075
H 9.607 0.391 -0.572
H -1.966 -1.500 -2.454
H 3.998 -2.045 -2.625
H -0.200 -0.945 -0.723
H 1.874 -0.284 -1.154
H -1.632 3.009 1.146
H 5.177 -2.613 0.197
*
```

Computed properties:
- relative energy (zero: lowest compared OMol25 entry of this formula, charge and spin) (kcal/mol) = 0.0
- DFT total energy (eV) = -61945.1247
- SMILES = Cc1nn(Cc2c(F)c(F)c(F)c(F)c2F)c(C)c1NC(=O)c1cccc(COc2ccc(Cl)cc2)c1
- molar mass (g/mol) = 535.9
- HOMO level (eV) = -8.52
- orbital gap (eV) = 8.878

The following is a DFT calculation (the ωB97M-V functional and the def2-TZVPD basis) of C26H19Co2N2O7 as an isolated structure.

The geometry in ORCA input format:
```
! RIJCOSX wB97M-V def2-TZVPD def2/J DEFGRID3
* xyz -1 1
Co -3.811 2.494 -2.943
Co -1.695 1.981 -1.611
O -2.886 0.488 -4.853
O 0.528 2.645 0.176
O -6.416 1.177 -2.934
O 0.022 1.083 -3.814
O -1.485 4.627 -2.823
O 4.055 0.778 2.958
O -4.611 4.715 -4.674
N -1.418 0.006 2.897
N -3.482 0.512 2.563
C -0.664 1.345 -2.919
C -5.404 1.731 -2.900
C -2.237 1.050 2.551
C -2.549 -1.738 -1.375
C 2.186 -0.791 2.783
C 2.719 0.511 2.951
C -0.033 0.138 2.931
C -1.870 3.561 -2.545
C -3.199 1.298 -4.088
C 1.848 1.626 3.092
C -2.965 -3.910 -2.404
C -3.376 1.893 -1.039
C -3.417 -2.829 -1.657
C -0.366 2.365 -0.507
C -3.456 -0.843 2.946
C -1.636 -3.941 -2.860
C -3.044 -0.616 -0.610
C -2.160 -1.167 3.123
C 0.481 1.436 3.001
C -4.314 3.862 -3.956
C -2.732 0.672 -0.910
C 0.805 -0.977 2.839
C 4.971 -0.283 2.591
C -0.787 -2.853 -2.618
C -1.228 -1.768 -1.866
C -4.668 1.226 2.172
H -0.562 -0.936 -1.627
H -1.696 -2.089 3.407
H -0.223 2.268 3.013
H -4.349 -1.430 3.025
H -4.447 -2.774 -1.288
H -1.271 -4.803 -3.421
H -3.893 2.373 -0.207
H -3.830 -0.822 0.122
H -5.238 0.650 1.434
H 5.955 0.170 2.716
H 0.227 -2.843 -3.018
H -3.645 -4.731 -2.644
H 2.288 2.610 3.238
H -4.361 2.174 1.724
H 0.388 -1.981 2.777
H -5.327 1.414 3.029
H 2.847 -1.642 2.619
H 4.816 -0.589 1.546
H 4.863 -1.157 3.250
*
```

Computed properties:
- relative energy (zero: lowest compared OMol25 entry of this formula, charge and spin) (kcal/mol) = 0.0
- DFT total energy (eV) = -119833.6726
- molar mass (g/mol) = 589.3
- HOMO level (eV) = -3.80
- orbital gap (eV) = 6.266

The following is a DFT calculation (the ωB97M-V functional and the def2-TZVPD basis) of C26H19Co2NO8 as an isolated structure.

The geometry in ORCA input format:
```
! RIJCOSX wB97M-V def2-TZVPD def2/J DEFGRID3
* xyz -2 1
Co 2.347 2.248 -0.804
Co 3.697 -0.212 -0.403
O 2.506 -2.837 -0.110
O 4.979 2.629 -2.063
O 3.619 0.483 2.424
O 6.443 -0.685 -1.255
O -2.912 0.749 0.115
O -2.567 2.092 -1.697
O 0.630 4.325 -1.964
O 3.394 3.626 1.566
N -1.885 -1.365 -1.451
C -0.278 0.774 1.686
C -0.859 -6.050 0.168
C 1.311 3.505 -1.512
C -0.235 -4.648 -1.704
C -1.119 -3.638 -1.245
C 5.352 -0.467 -0.933
C -1.842 -3.842 -0.050
C 3.958 2.428 -1.557
C -0.753 1.148 4.434
C -0.029 2.103 3.711
C 0.025 0.495 0.293
C -1.023 -0.174 2.431
C -1.282 -2.402 -1.970
C -1.718 -5.048 0.643
C -2.895 4.451 -1.769
C 2.041 0.558 -1.286
C -1.256 0.007 3.786
C 0.191 1.929 2.343
C -2.727 3.267 -0.852
C 3.036 -1.813 -0.234
C -2.531 0.912 -1.033
C 3.698 0.237 1.296
C 1.080 1.022 -0.384
C -1.952 -0.150 -1.889
C 2.929 3.027 0.692
C -0.112 -5.841 -1.002
H -0.844 -2.337 -2.981
H -2.079 4.506 -2.496
H -2.297 -5.206 1.553
H 1.775 0.154 -2.271
H -2.892 5.372 -1.183
H -1.820 3.372 -0.234
H -1.825 -0.744 4.337
H 0.342 -4.462 -2.612
H -0.771 -6.996 0.707
H 0.721 2.682 1.755
H -0.446 -0.404 -0.099
H -1.763 0.131 -2.933
H -3.847 4.388 -2.305
H 0.372 2.990 4.206
H 0.566 -6.617 -1.362
H -3.602 3.133 -0.202
H -0.935 1.288 5.500
H -1.414 -1.042 1.896
H -2.504 -3.050 0.299
*
```

Computed properties:
- relative energy (zero: lowest compared OMol25 entry of this formula, charge and spin) (kcal/mol) = 0.0
- DFT total energy (eV) = -120391.4842
- molar mass (g/mol) = 591.3
- HOMO level (eV) = -0.37
- orbital gap (eV) = 5.127